[1]
83
Properties=species:S:1:pos:R:3:forces:R:3 method="wB97M-V/def2-TZVPD" charge=+1
C 0.433 -2.766 0.798 -0.148 -0.087 0.776
C -0.588 -1.683 1.173 0.106 0.026 -0.827
B -1.518 -1.275 -0.022 0.251 -0.030 0.311
O -1.817 -2.092 -1.078 -0.777 0.597 0.002
C -2.131 0.209 -0.019 0.267 -0.685 0.039
N -1.869 1.240 -0.899 -0.908 -0.298 1.064
C -2.570 2.313 -0.507 1.144 0.454 -0.795
S -2.483 3.848 -1.341 -0.520 0.259 -0.208
N -3.255 2.010 0.583 -0.520 -0.335 0.300
C -4.067 2.990 1.316 0.670 0.746 -0.170
C -3.156 3.903 2.167 0.230 -0.561 -0.122
F -1.961 3.231 2.413 0.076 -0.138 0.124
C -3.004 0.680 0.925 0.190 0.506 -0.748
C -3.516 -0.039 2.123 -0.391 0.253 0.458
C -5.000 0.129 2.525 0.268 -0.517 -0.228
C -6.024 0.156 1.389 0.083 0.037 0.630
I -5.443 -1.564 3.802 0.087 0.185 0.109
H 0.892 -3.124 1.717 0.176 -0.097 0.044
H 1.240 -2.358 0.206 0.049 -0.069 -0.311
H -0.020 -3.633 0.327 -0.052 -0.007 -0.247
H -0.040 -0.775 1.432 -0.035 0.092 0.366
H -1.161 -1.975 2.053 -0.137 0.041 0.162
H -2.369 -2.844 -0.839 0.467 -0.473 -0.173
H -1.238 1.193 -1.680 -0.030 0.147 -0.191
H -1.205 4.158 -1.079 0.059 -0.226 0.245
H -4.827 2.508 1.902 -0.019 -0.323 0.027
H -4.537 3.621 0.570 -0.343 -0.019 -0.027
H -3.609 4.120 3.127 -0.138 0.281 0.047
H -2.898 4.809 1.633 -0.124 0.173 0.076
H -3.337 -1.099 1.995 0.180 -0.158 -0.303
H -2.911 0.255 2.980 0.128 0.009 0.121
H -5.073 0.985 3.183 -0.313 0.034 0.145
H -6.284 1.184 1.147 0.063 0.080 -0.386
H -6.937 -0.310 1.736 -0.252 0.005 -0.109
H -5.705 -0.398 0.512 0.067 0.024 -0.192
C 4.532 -2.708 2.323 -0.055 0.033 -0.017
C 4.410 -2.645 0.818 -0.014 0.027 -0.075
O 3.525 -1.996 0.271 -0.011 0.051 0.041
N 5.317 -3.332 0.092 -0.076 -0.033 0.171
C 6.425 -4.147 0.563 -0.039 0.138 -0.282
H 3.740 -2.109 2.762 -0.028 0.026 -0.062
H 4.433 -3.735 2.675 0.088 0.001 0.043
H 5.494 -2.310 2.648 0.023 -0.079 0.046
H 5.186 -3.251 -0.905 0.073 0.011 -0.021
H 7.357 -3.747 0.168 0.066 -0.113 0.039
H 6.306 -5.169 0.201 0.083 -0.039 0.072
H 6.470 -4.160 1.646 -0.076 0.030 0.022
C -3.324 8.109 0.653 -0.009 -0.078 0.020
C -2.693 7.582 1.921 0.012 0.150 0.054
O -3.344 6.973 2.757 -0.024 -0.136 -0.056
N -1.365 7.794 2.095 -0.102 -0.062 -0.167
C -0.440 8.489 1.216 0.050 -0.116 0.300
H -4.381 7.862 0.661 -0.008 -0.029 0.075
H -3.221 9.191 0.574 0.071 -0.014 -0.062
H -2.858 7.640 -0.215 0.003 0.126 -0.078
H -1.006 7.416 2.958 0.014 0.044 0.035
H 0.362 7.815 0.912 0.016 0.061 -0.074
H 0.002 9.338 1.737 0.018 0.048 -0.091
H -0.947 8.851 0.329 -0.039 0.002 -0.003
C -6.855 -0.487 -4.130 -0.019 -0.023 0.027
C -6.215 -0.735 -2.789 0.010 -0.031 0.206
O -6.848 -1.070 -1.802 -0.089 0.029 -0.012
N -4.865 -0.567 -2.688 -0.070 0.125 -0.110
C -3.908 -0.174 -3.698 0.170 -0.138 0.334
H -7.922 -0.660 -4.041 -0.005 -0.019 0.064
H -6.690 0.542 -4.451 0.043 -0.028 -0.077
H -6.449 -1.166 -4.880 0.028 0.068 -0.052
H -4.514 -0.755 -1.762 0.054 -0.078 -0.014
H -3.160 -0.961 -3.810 0.073 0.100 -0.133
H -3.412 0.747 -3.381 0.067 0.032 -0.218
H -4.375 0.000 -4.662 -0.124 -0.008 0.038
C 8.945 -6.528 -2.262 -0.034 0.038 0.010
C 9.420 -5.133 -1.930 -0.013 0.059 -0.031
O 8.653 -4.182 -1.883 -0.056 -0.033 0.032
N 10.743 -4.967 -1.682 -0.048 -0.147 -0.009
C 11.794 -5.969 -1.693 0.017 0.342 0.060
H 7.874 -6.498 -2.434 -0.010 0.073 0.003
H 9.434 -6.897 -3.164 0.029 -0.076 0.041
H 9.151 -7.212 -1.438 0.050 -0.058 -0.056
H 10.997 -4.015 -1.469 0.018 0.011 -0.009
H 12.270 -6.019 -0.713 0.031 -0.100 -0.018
H 12.550 -5.707 -2.433 0.028 -0.102 -0.010
H 11.394 -6.947 -1.936 -0.035 -0.009 -0.008

=====

[2]
55
Properties=species:S:1:pos:R:3:forces:R:3 method="wB97M-V/def2-TZVPD" smiles="COc1ccc(-c2cc(C(=O)NCc3cn(C)nc3C)c3ccccc3n2)cc1OC"
C -3.781 -4.261 -3.028 0.127 -0.156 -0.156
O -4.361 -3.351 -2.128 -0.033 0.324 0.320
C -3.541 -2.565 -1.382 -0.115 0.009 0.026
C -2.157 -2.575 -1.434 -0.259 -0.205 -0.206
C -1.408 -1.726 -0.634 -0.033 0.309 0.282
C -2.032 -0.848 0.239 -0.185 -0.455 -0.447
C -1.295 0.068 1.116 0.054 0.381 0.472
C 0.050 0.427 0.853 0.196 0.239 0.225
C 0.712 1.278 1.702 -0.350 -0.393 -0.007
C 2.144 1.626 1.435 -0.080 0.138 -0.254
O 3.019 1.566 2.276 0.082 -0.076 0.293
N 2.371 2.013 0.159 -0.066 0.119 -0.269
C 3.705 2.234 -0.365 0.198 -0.016 0.000
C 4.046 1.220 -1.406 0.067 0.048 -0.288
C 4.308 1.423 -2.745 -0.043 -0.076 0.313
N 4.548 0.215 -3.289 -0.145 0.443 0.297
C 4.887 -0.086 -4.650 0.112 -0.070 -0.433
N 4.449 -0.757 -2.386 0.066 -0.747 0.162
C 4.146 -0.180 -1.236 0.052 0.329 -0.254
C 3.948 -0.961 0.013 -0.023 -0.040 -0.066
C 0.031 1.781 2.841 -0.343 -0.185 -0.087
C 0.609 2.649 3.786 0.068 0.188 0.235
C -0.129 3.105 4.845 0.251 0.042 -0.128
C -1.471 2.723 5.000 -0.228 -0.131 -0.050
C -2.062 1.883 4.098 0.044 0.141 0.169
C -1.328 1.388 2.999 0.636 0.366 0.161
N -1.948 0.556 2.146 -0.213 -0.430 -0.407
C -3.430 -0.844 0.304 -0.112 -0.059 -0.092
C -4.188 -1.680 -0.487 -0.048 -0.115 -0.108
O -5.548 -1.737 -0.488 0.350 -0.194 -0.217
C -6.245 -0.904 0.406 -0.109 0.155 0.154
H -3.153 -4.995 -2.513 -0.016 0.042 -0.019
H -3.188 -3.749 -3.793 -0.013 -0.018 0.044
H -4.615 -4.774 -3.505 0.092 0.011 0.008
H -1.642 -3.251 -2.097 -0.011 -0.083 -0.073
H -0.332 -1.788 -0.690 0.118 0.017 0.004
H 0.549 0.027 -0.016 0.059 -0.019 -0.061
H 1.610 2.011 -0.502 -0.010 -0.022 0.147
H 4.381 2.155 0.492 -0.082 0.138 -0.137
H 3.774 3.242 -0.787 0.062 -0.087 0.132
H 4.350 2.324 -3.324 0.012 0.198 -0.146
H 5.826 0.397 -4.929 -0.038 -0.054 0.006
H 4.999 -1.165 -4.729 -0.011 0.083 0.002
H 4.100 0.250 -5.328 0.040 -0.048 0.028
H 4.465 -1.914 -0.065 0.020 -0.067 0.054
H 2.889 -1.160 0.179 -0.057 -0.034 0.090
H 4.321 -0.408 0.872 0.006 -0.026 0.112
H 1.643 2.932 3.672 0.068 0.019 0.022
H 0.320 3.766 5.571 0.063 0.047 0.033
H -2.033 3.098 5.842 -0.066 0.006 0.050
H -3.090 1.573 4.200 -0.097 -0.038 -0.005
H -3.885 -0.161 1.001 -0.127 0.025 0.038
H -7.299 -1.127 0.252 0.063 0.050 0.045
H -5.976 -1.116 1.445 0.002 0.019 -0.037
H -6.063 0.155 0.195 0.005 -0.042 0.021

=====

[3]
40
Properties=species:S:1:pos:R:3:forces:R:3 method="wB97M-V/def2-TZVPD" multiplicity=5
Fe -0.448 0.213 -1.769 0.088 -0.108 0.895
O -4.684 -2.211 0.006 0.045 0.153 0.093
C -4.152 -0.883 0.002 -0.066 -0.102 -0.035
C -3.033 -0.796 1.024 0.198 0.027 -0.090
C -3.630 -1.132 2.404 -0.003 0.020 0.107
O -2.682 -1.091 3.471 -0.058 0.016 -0.099
C -2.510 0.646 1.112 0.063 -0.145 -0.029
Se -1.905 1.583 -0.510 -0.335 0.511 0.077
C -1.937 -1.836 0.744 -0.018 0.169 -0.014
Se -1.114 -1.932 -1.039 -0.086 -0.615 -0.105
H -5.230 -2.315 -0.774 -0.024 -0.042 -0.101
H -4.933 -0.156 0.259 -0.006 0.006 0.008
H -3.752 -0.625 -0.980 -0.002 -0.010 -0.037
H -4.119 -2.107 2.362 0.002 -0.019 -0.015
H -4.388 -0.386 2.652 -0.001 -0.010 0.008
H -2.155 -1.893 3.432 -0.001 -0.013 0.015
H -1.707 0.677 1.846 0.015 0.032 0.020
H -3.310 1.286 1.485 -0.011 -0.024 0.059
H -2.358 -2.832 0.874 -0.020 -0.003 0.071
H -1.130 -1.705 1.465 0.028 -0.008 0.005
I 0.494 -1.011 -4.159 0.103 -0.498 -0.128
C 0.735 0.937 -4.904 0.165 0.104 -0.418
I -0.269 2.318 -3.681 -0.119 0.494 0.013
H 0.324 0.986 -5.904 0.051 0.023 -0.045
H 1.790 1.177 -4.892 0.018 0.024 -0.108
N 6.191 1.371 0.825 0.123 0.020 0.092
C 5.088 1.022 1.502 -0.466 -0.015 -0.627
S 5.092 0.794 3.117 0.017 -0.044 0.300
C 3.836 0.853 0.652 0.589 0.087 0.319
C 2.642 0.507 1.256 -0.355 -0.077 0.022
C 1.504 0.353 0.482 0.128 0.010 0.158
N 1.510 0.526 -0.839 -0.114 0.023 -0.299
C 2.654 0.860 -1.428 0.215 0.025 0.135
C 3.836 1.033 -0.725 -0.153 -0.009 -0.219
H 7.041 1.497 1.348 0.008 0.005 -0.026
H 6.207 1.530 -0.165 -0.005 0.000 0.006
H 2.602 0.360 2.326 0.005 0.001 -0.010
H 0.550 0.086 0.917 0.007 0.002 0.014
H 2.633 0.994 -2.502 -0.018 -0.003 -0.003
H 4.716 1.303 -1.291 -0.009 -0.004 -0.007

=====

[4]
80
Properties=species:S:1:pos:R:3:forces:R:3 method="wB97M-V/def2-TZVPD" charge=+2 multiplicity=2
Ti -0.623 0.726 -0.473 -0.925 0.146 1.417
C -2.101 -2.657 -0.886 0.093 0.130 -0.050
P -1.729 -1.425 0.395 0.236 -0.333 0.333
C -0.118 -2.080 1.055 0.046 0.078 -0.090
N 0.044 -3.377 1.000 -0.082 -0.022 0.058
C 1.279 -3.894 1.193 -0.033 0.010 -0.039
C 1.471 -5.296 1.178 -0.095 0.005 -0.011
C 2.737 -5.792 1.249 0.134 -0.035 0.025
C 3.860 -4.926 1.338 -0.022 -0.033 -0.004
C 3.700 -3.573 1.391 -0.008 0.024 0.041
C 2.394 -3.031 1.338 0.008 0.051 -0.003
N 2.211 -1.692 1.435 -0.081 0.053 0.069
C 0.995 -1.217 1.343 0.012 -0.080 0.033
P 0.735 0.598 1.654 0.673 -0.647 0.079
C 0.366 0.567 3.441 -0.180 0.275 -0.135
C 2.354 1.520 1.537 -0.156 -0.009 -0.038
C 3.373 1.070 2.593 0.039 0.069 -0.010
C 2.935 1.363 0.129 -0.003 -0.010 0.088
C 1.971 2.992 1.776 0.038 -0.035 0.007
C -3.095 -1.616 1.634 -0.054 0.135 -0.072
C -3.113 -3.031 2.214 -0.093 -0.039 0.048
C -2.937 -0.596 2.762 -0.017 -0.031 -0.016
C -4.391 -1.320 0.861 -0.060 -0.059 0.040
H -2.184 -3.635 -0.423 -0.021 -0.094 0.001
H -1.284 -2.676 -1.603 0.029 0.005 -0.027
H -3.024 -2.399 -1.401 -0.010 0.014 -0.005
H 0.605 -5.943 1.105 0.045 0.071 -0.037
H 2.897 -6.863 1.233 0.009 0.047 -0.002
H 4.855 -5.352 1.373 -0.048 0.000 0.020
H 4.543 -2.899 1.487 -0.048 -0.021 -0.017
H 1.309 0.417 3.959 0.041 -0.021 0.068
H -0.287 -0.263 3.666 -0.130 -0.114 0.044
H -0.094 1.492 3.791 0.030 -0.009 0.009
H 3.489 -0.011 2.628 -0.004 0.036 -0.029
H 3.124 1.443 3.588 -0.002 -0.024 -0.038
H 4.342 1.499 2.327 -0.044 0.019 0.037
H 3.189 0.327 -0.092 -0.006 -0.039 -0.002
H 3.851 1.954 0.068 0.003 -0.022 -0.004
H 2.261 1.749 -0.637 -0.042 0.003 -0.027
H 1.544 3.151 2.770 0.031 -0.008 -0.040
H 1.266 3.356 1.025 -0.009 0.017 -0.042
H 2.870 3.608 1.707 -0.010 -0.017 0.016
H -2.151 -3.311 2.647 -0.048 0.031 -0.004
H -3.386 -3.778 1.468 0.029 0.030 0.030
H -3.864 -3.072 3.008 0.013 -0.016 -0.046
H -2.161 -0.900 3.459 0.064 -0.001 0.045
H -3.870 -0.535 3.328 0.039 -0.019 -0.017
H -2.714 0.406 2.385 -0.015 0.027 -0.005
H -4.632 -2.112 0.151 0.006 0.043 0.024
H -4.344 -0.371 0.319 0.006 0.016 0.028
H -5.221 -1.251 1.568 0.044 -0.030 -0.028
Br 3.554 -0.753 -7.583 0.047 -0.014 -0.072
C 2.647 -0.421 -5.985 0.007 -0.044 -0.005
C 2.408 0.895 -5.600 -0.017 0.088 0.014
C 1.728 1.138 -4.426 0.025 0.114 -0.069
C 1.299 0.067 -3.640 0.009 -0.094 0.009
C 1.554 -1.253 -4.030 0.035 -0.058 -0.001
C 2.226 -1.498 -5.207 -0.035 -0.011 0.044
C 0.594 0.326 -2.417 0.106 0.078 -0.062
O 0.231 -0.611 -1.594 0.365 -0.293 -0.740
O 0.260 1.512 -2.030 0.416 0.082 -0.763
H 2.753 1.712 -6.218 -0.007 -0.033 -0.001
H 1.530 2.154 -4.108 0.002 -0.046 -0.008
H 1.223 -2.074 -3.405 0.009 0.043 -0.039
H 2.428 -2.510 -5.533 -0.001 0.027 0.011
N -2.343 4.211 1.102 -0.185 0.314 -0.029
C -1.849 2.985 1.186 0.017 -0.144 -0.311
N -1.704 2.419 -0.010 -0.366 0.799 -0.228
C -2.156 3.393 -0.945 0.018 -0.337 0.232
C -2.268 3.354 -2.333 -0.016 -0.039 0.001
C -2.756 4.481 -2.958 -0.024 0.056 -0.030
C -3.133 5.626 -2.234 0.012 -0.011 -0.021
C -3.045 5.666 -0.860 -0.062 0.060 0.075
C -2.557 4.520 -0.243 0.070 0.042 0.272
H -2.552 4.805 1.889 0.012 0.019 0.012
H -1.609 2.517 2.126 0.028 -0.015 0.023
H -1.997 2.482 -2.907 0.073 -0.061 -0.050
H -2.857 4.485 -4.036 0.002 0.005 0.054
H -3.504 6.490 -2.767 -0.001 -0.032 0.005
H -3.350 6.538 -0.294 0.036 -0.064 -0.048

=====

[5]
24
Properties=species:S:1:pos:R:3:forces:R:3 method="wB97M-V/def2-TZVPD" smiles="CC(C)(C)N=C1SS1.CSC#N"
C 2.041 -0.523 1.508 -0.166 0.140 -0.057
C 0.682 0.138 1.242 0.158 0.046 0.339
C 0.854 1.608 0.862 0.032 -0.207 0.195
C -0.219 0.003 2.469 0.020 0.026 -0.280
N 0.143 -0.500 0.055 0.304 0.456 -0.697
C -0.503 -1.529 -0.052 -0.120 -0.235 0.432
S -1.278 -2.882 0.771 -0.074 -0.133 0.590
S -1.145 -2.531 -1.296 -0.256 -0.327 -0.786
H 2.599 -0.618 0.580 0.079 0.023 -0.072
H 2.625 0.073 2.206 0.022 0.040 0.109
H 1.892 -1.515 1.929 0.041 -0.142 0.024
H -0.113 2.038 0.620 -0.113 0.095 -0.043
H 1.502 1.692 -0.005 0.068 0.021 -0.121
H 1.294 2.164 1.686 0.047 0.111 0.129
H 0.252 0.502 3.312 0.030 0.035 0.140
H -1.184 0.468 2.283 -0.124 0.029 -0.004
H -0.381 -1.040 2.737 0.019 -0.055 0.043
C -0.821 -0.078 -3.710 0.004 0.164 0.189
S -1.046 1.587 -2.998 0.231 -0.034 -0.405
C -2.077 1.181 -1.740 0.219 0.064 -0.252
N -2.799 0.915 -0.890 -0.494 -0.135 0.633
H -1.780 -0.584 -3.774 -0.013 0.037 -0.066
H -0.130 -0.643 -3.092 0.067 -0.001 -0.030
H -0.407 0.074 -4.704 0.019 -0.019 -0.010

=====

[6]
A single C3H4ClI molecule at a distorted geometry. Source: the Open Molecules 2025 dataset; level of theory: the ωB97M-V functional and the def2-TZVPD basis.

The geometry in XYZ format:
```
9
Properties=species:S:1:pos:R:3:forces:R:3
C -0.293 -0.638 -0.298 1.693 1.246 0.143
C 0.745 0.291 -0.944 -5.007 -0.367 -2.344
C -0.828 -0.051 1.019 1.947 0.039 -0.381
Cl 0.252 1.541 -2.102 0.426 -0.969 0.984
I 0.338 -0.482 2.740 -0.474 -0.008 -0.445
H -1.080 -0.737 -0.998 -0.846 -0.910 -0.622
H 0.413 -1.469 -0.143 -1.257 -0.608 0.173
H 1.450 0.525 -0.305 4.034 1.663 2.611
H -0.998 1.022 1.031 -0.516 -0.084 -0.119
```
Positions in Å, forces in eV/Å.

=====

| no. | total energy (eV) |
| --- | --- |
| 1 | -65065.136 |
| 2 | -37380.487 |
| 3 | -211927.396 |
| 4 | -155582.049 |
| 5 | -42938.031 |
| 6 | -23794.909 |